{
  "formula": "C12H41N10NiO12",
  "method": "ωB97M-V/def2-TZVPD",
  "homo_energy_ev": [-11.33, -11.33],
  "gap_ev": [6.6, 5.9],
  "e_lumo_ev": [-4.7, -5.4],
  "charge": 1,
  "multiplicity": 3,
  "symbols": ["Ni", "O", "C", "O", "O", "H", "C", "O", "H", "H", "H", "H", "C", "O", "H", "H", "H", "H", "C", "O", "N", "N", "H", "H", "H", "H", "C", "O", "N", "N", "H", "H", "H", "H", "C", "O", "N", "N", "H", "H", "H", "H", "C", "O", "N", "N", "H", "H", "H", "H", "C", "O", "N", "N", "H", "H", "H", "H", "C", "C", "O", "H", "H", "H", "H", "H", "H", "C", "C", "O", "H", "H", "H", "H", "H", "H"],
  "coordinates": [[-6.154, -6.320, 11.742], [-3.440, -4.493, 9.853], [-3.259, -5.412, 10.815], [-2.122, -5.614, 11.259], [-4.306, -5.967, 11.260], [-2.524, -4.236, 9.586], [1.490, -5.310, 11.919], [0.359, -4.467, 11.998], [1.940, -5.397, 10.925], [2.287, -4.849, 12.503], [1.258, -6.300, 12.319], [-0.357, -4.764, 11.425], [-1.373, -7.689, 8.666], [-0.439, -7.023, 9.491], [-2.139, -8.199, 9.269], [-1.835, -6.918, 8.040], [-0.894, -8.478, 8.093], [-0.882, -6.544, 10.203], [-3.247, -3.307, 5.563], [-4.263, -3.616, 4.954], [-2.496, -4.190, 6.298], [-2.803, -2.015, 5.617], [-1.790, -3.792, 6.897], [-2.662, -5.170, 6.188], [-3.380, -1.247, 5.336], [-1.925, -1.811, 6.058], [-1.812, -8.576, 13.365], [-1.478, -9.511, 14.073], [-2.534, -8.757, 12.200], [-1.433, -7.281, 13.571], [-2.952, -9.645, 12.017], [-2.619, -7.972, 11.580], [-1.799, -6.548, 12.980], [-0.879, -7.104, 14.388], [-0.817, -2.236, 9.023], [-1.162, -3.414, 8.851], [0.026, -1.614, 8.159], [-1.224, -1.507, 10.094], [0.274, -0.652, 8.308], [0.319, -2.036, 7.298], [-1.938, -1.876, 10.699], [-0.979, -0.534, 10.084], [-6.583, -8.766, 9.851], [-6.093, -8.010, 10.717], [-6.167, -10.051, 9.780], [-7.700, -8.458, 9.144], [-5.467, -10.293, 10.460], [-6.578, -10.686, 9.123], [-8.083, -7.544, 9.314], [-7.931, -9.038, 8.358], [-6.973, -4.550, 9.322], [-6.992, -5.261, 10.361], [-8.095, -3.940, 8.851], [-5.875, -4.488, 8.546], [-7.806, -3.401, 8.048], [-8.898, -3.669, 9.388], [-5.084, -5.046, 8.826], [-5.903, -3.924, 7.714], [-3.096, -2.986, 15.519], [-2.651, -3.845, 14.349], [-1.676, -3.136, 13.600], [-3.094, -1.932, 15.235], [-2.367, -2.999, 16.331], [-4.072, -3.302, 15.880], [-3.508, -4.030, 13.685], [-2.249, -4.781, 14.748], [-1.237, -3.759, 13.003], [-4.471, -1.175, 8.699], [-5.472, -1.522, 9.772], [-4.925, -2.258, 10.858], [-3.854, -2.010, 8.361], [-3.795, -0.387, 9.035], [-4.991, -0.748, 7.837], [-6.416, -1.990, 9.455], [-5.858, -0.596, 10.209], [-4.656, -3.135, 10.560]],
  "lowdin_spin": [1.79, 0.00, 0.01, 0.01, 0.07, 0.00, 0.00, 0.00, 0.00, 0.00, 0.00, 0.00, 0.00, 0.00, 0.00, 0.00, 0.00, 0.00, 0.00, 0.00, 0.00, 0.00, 0.00, 0.00, 0.00, 0.00, 0.00, 0.00, 0.00, 0.00, 0.00, 0.00, 0.00, 0.00, 0.00, 0.00, 0.00, 0.00, 0.00, 0.00, 0.00, 0.00, 0.01, 0.05, 0.00, 0.00, 0.00, 0.00, 0.00, 0.00, 0.01, 0.06, 0.00, 0.00, 0.00, 0.00, 0.00, 0.00, 0.00, 0.00, 0.00, 0.00, 0.00, 0.00, 0.00, 0.00, 0.00, 0.00, 0.00, 0.00, 0.00, 0.00, 0.00, 0.00, 0.00, 0.00]
}

{
  "formula": "C12H42Al2B3N2O4",
  "method": "ωB97M-V/def2-TZVPD",
  "homo_energy_ev": [-14.79, -14.54],
  "gap_ev": [4.1, 3.5],
  "e_lumo_ev": [-10.7, -11.0],
  "charge": 2,
  "multiplicity": 2,
  "symbols": ["Al", "Al", "B", "H", "H", "H", "H", "B", "H", "H", "H", "H", "B", "H", "H", "H", "H", "C", "O", "C", "C", "N", "C", "C", "O", "C", "H", "H", "H", "H", "H", "H", "H", "H", "H", "H", "H", "H", "H", "H", "H", "C", "O", "C", "C", "N", "C", "C", "O", "C", "H", "H", "H", "H", "H", "H", "H", "H", "H", "H", "H", "H", "H", "H", "H"],
  "coordinates": [[-2.165, 2.321, 0.697], [2.414, 0.400, 1.776], [1.493, 3.423, 0.867], [1.471, 4.502, 0.847], [0.608, 3.031, 0.391], [2.371, 2.971, 0.433], [1.525, 3.157, 1.912], [-0.389, 1.263, 3.104], [0.169, 1.776, 2.336], [-0.996, 0.594, 2.513], [0.173, 0.582, 3.724], [-1.048, 1.924, 3.645], [0.074, 0.058, -0.110], [0.029, -0.221, 0.932], [0.669, 0.956, -0.158], [0.657, -0.634, -0.698], [-0.905, 0.215, -0.536], [-0.330, 3.084, -2.899], [-1.571, 2.627, -2.413], [-2.330, 1.854, -3.259], [-3.577, 1.153, -2.565], [-3.285, 0.391, -1.327], [-4.531, -0.098, -0.765], [-4.333, -1.029, 0.473], [-3.530, -0.415, 1.358], [-3.507, -1.086, 2.626], [0.485, 2.372, -3.032], [-0.077, 3.933, -2.264], [-0.415, 3.712, -3.786], [-1.705, 1.104, -3.742], [-2.623, 2.516, -4.074], [-4.024, 0.526, -3.337], [-4.286, 1.969, -2.424], [-2.759, -0.387, -1.698], [-5.108, -0.692, -1.474], [-5.051, 0.799, -0.429], [-3.899, -1.918, 0.015], [-5.318, -1.268, 0.873], [-2.850, -0.519, 3.286], [-3.093, -2.089, 2.521], [-4.457, -1.196, 3.149], [0.582, -2.786, 2.744], [1.863, -2.373, 2.306], [2.682, -3.470, 1.820], [4.013, -2.882, 1.300], [4.053, -1.683, 0.417], [3.329, -1.945, -0.894], [3.445, -0.821, -1.873], [3.017, 0.338, -1.208], [2.601, 1.269, -2.145], [0.203, -3.622, 2.157], [-0.156, -2.018, 2.516], [0.553, -2.795, 3.834], [2.119, -4.105, 1.135], [2.919, -4.113, 2.668], [4.499, -3.640, 0.685], [4.711, -2.732, 2.123], [5.044, -1.718, 0.226], [2.282, -2.206, -0.744], [3.706, -2.823, -1.418], [2.765, -1.067, -2.689], [4.495, -0.777, -2.163], [3.200, 1.382, -3.048], [2.324, 2.174, -1.605], [1.777, 0.753, -2.637]],
  "lowdin_spin": [0.21, -0.03, 0.01, 0.02, -0.01, -0.03, 0.03, 0.06, -0.02, 0.04, 0.03, 0.00, 0.03, 0.03, -0.01, 0.00, 0.00, 0.00, 0.01, 0.01, 0.04, 0.48, 0.05, 0.01, 0.03, 0.00, 0.00, 0.00, 0.00, 0.00, 0.00, 0.03, 0.00, 0.01, 0.03, 0.00, 0.00, 0.00, 0.00, 0.00, 0.00, 0.00, -0.01, 0.00, 0.00, -0.05, 0.00, 0.00, 0.00, 0.00, 0.00, 0.00, 0.00, 0.00, 0.00, 0.00, 0.00, 0.00, 0.00, 0.00, 0.00, 0.00, 0.00, 0.00, 0.00]
}

{
  "formula": "C12H43BO18P5",
  "method": "ωB97M-V/def2-TZVPD",
  "homo_energy_ev": -3.01,
  "gap_ev": 1.4,
  "e_above_lowest_kcal_mol": 112.5,
  "e_lumo_ev": -1.6,
  "charge": -1,
  "symbols": ["O", "B", "O", "P", "H", "H", "H", "H", "H", "H", "H", "C", "O", "P", "O", "O", "C", "O", "C", "H", "H", "H", "H", "H", "H", "H", "H", "H", "C", "O", "P", "O", "O", "C", "O", "C", "H", "H", "H", "H", "H", "H", "H", "H", "H", "C", "O", "P", "O", "O", "C", "O", "C", "H", "H", "H", "H", "H", "H", "H", "H", "H", "C", "O", "P", "O", "O", "C", "O", "C", "H", "H", "H", "H", "H", "H", "H", "H", "H"],
  "coordinates": [[3.908, -0.290, 3.247], [3.169, 0.819, 2.577], [3.849, 1.957, 1.930], [1.246, 0.702, 2.528], [3.878, -1.035, 2.555], [3.491, 2.789, 2.386], [1.082, 2.144, 2.736], [1.239, 0.492, 3.979], [1.387, -0.711, 2.273], [1.245, 1.002, 1.096], [-0.186, 0.501, 2.560], [-2.735, -2.133, -0.314], [-2.524, -1.262, -1.410], [-1.020, -1.538, -2.219], [-0.316, -0.680, -1.160], [-1.526, -0.573, -3.456], [-2.733, -0.924, -4.106], [0.484, -1.814, -3.029], [1.340, -0.704, -3.256], [-3.703, -1.892, 0.143], [-2.756, -3.167, -0.662], [-1.949, -2.003, 0.436], [-3.545, -0.305, -3.712], [-2.979, -1.984, -3.957], [-2.633, -0.730, -5.178], [1.914, -0.484, -2.352], [0.784, 0.181, -3.574], [2.042, -0.973, -4.049], [-5.201, -6.126, 4.830], [-3.822, -6.220, 4.529], [-3.014, -4.690, 4.549], [-3.501, -4.438, 3.116], [-1.564, -5.472, 4.503], [-1.293, -6.407, 5.531], [-2.207, -3.161, 4.569], [-1.416, -2.801, 3.446], [-5.637, -7.133, 4.794], [-5.334, -5.720, 5.834], [-5.712, -5.495, 4.097], [-1.490, -7.416, 5.156], [-1.912, -6.222, 6.419], [-0.239, -6.337, 5.811], [-2.053, -2.408, 2.651], [-0.828, -3.644, 3.076], [-0.727, -2.010, 3.755], [-7.906, 3.735, -2.270], [-6.836, 3.098, -2.944], [-6.180, 4.049, -4.231], [-7.303, 3.546, -5.148], [-4.899, 3.016, -4.322], [-4.132, 2.822, -3.147], [-5.523, 5.000, -5.519], [-5.382, 4.398, -6.797], [-8.265, 3.068, -1.476], [-7.558, 4.665, -1.820], [-8.730, 3.934, -2.962], [-4.444, 1.891, -2.666], [-4.256, 3.655, -2.442], [-3.076, 2.741, -3.419], [-6.338, 4.415, -7.326], [-5.010, 3.373, -6.725], [-4.662, 4.985, -7.372], [5.972, 1.028, 0.786], [7.352, 0.934, 0.485], [8.159, 2.464, 0.505], [7.672, 2.717, -0.928], [9.609, 1.683, 0.459], [9.880, 0.747, 1.486], [8.966, 3.994, 0.525], [9.757, 4.353, -0.598], [5.537, 0.021, 0.749], [5.839, 1.434, 1.789], [5.462, 1.660, 0.052], [9.683, -0.262, 1.112], [9.261, 0.933, 2.375], [10.935, 0.818, 1.766], [9.120, 4.746, -1.394], [10.345, 3.511, -0.968], [10.446, 5.144, -0.290]],
  "lowdin_charge": [-0.05, -0.63, -0.06, 0.21, 0.11, 0.12, -0.09, -0.06, -0.09, -0.06, -0.09, -0.15, -0.28, 0.76, -0.24, -0.28, -0.14, -0.34, -0.16, 0.09, 0.08, 0.07, 0.07, 0.08, 0.09, 0.08, 0.08, 0.08, -0.17, -0.28, 0.75, -0.27, -0.28, -0.14, -0.33, -0.14, 0.09, 0.07, 0.08, 0.08, 0.08, 0.09, 0.06, 0.09, 0.09, -0.15, -0.26, 0.78, -0.25, -0.27, -0.12, -0.33, -0.15, 0.09, 0.08, 0.08, 0.09, 0.08, 0.10, 0.08, 0.08, 0.09, -0.16, -0.24, 0.78, -0.26, -0.28, -0.14, -0.34, -0.16, 0.10, 0.07, 0.09, 0.09, 0.08, 0.08, 0.08, 0.08, 0.08]
}